Record 1
{"formula": "C4H12N2", "method": "wB97M-V/def2-TZVPD", "symbols": ["C", "C", "N", "H", "H", "H", "H", "H", "H", "H", "C", "C", "N", "H", "H", "H", "H", "H"], "xyz": [[-1.9664, 2.2047, 1.5596], [-0.9090, 1.3677, 2.2818], [0.3607, 1.3952, 1.5512], [-2.1273, 1.9242, 0.5140], [-2.8932, 2.1489, 2.1193], [-1.5833, 3.2139, 1.4725], [-0.7349, 1.9316, 3.2001], [-1.3204, 0.3770, 2.4016], [1.0709, 0.8964, 2.0818], [0.3611, 0.8399, 0.7001], [0.3308, -2.8172, -2.4916], [1.3884, -1.9097, -2.6195], [2.0952, -1.4426, -1.6254], [-0.3455, -2.9381, -1.6562], [0.1557, -3.4461, -3.3577], [1.8087, -1.6610, -3.5968], [1.7113, -1.5014, -0.6866], [2.5971, -0.5835, -1.8482]], "lowdin_spin": [0.000, 0.000, 0.000, 0.000, 0.000, 0.000, 0.000, 0.000, 0.000, 0.000, 0.537, 0.165, 0.234, 0.023, 0.024, 0.005, 0.004, 0.006], "total_charge": 1, "e_lumo_ev": [-4.6, -7.9], "spin_multiplicity": 2, "s2": 0.761, "homo_energy_ev": [-12.17, -12.17]}


Record 2
{"formula": "C4H12N2O", "method": "wB97M-V/def2-TZVPD", "symbols": ["N", "C", "C", "O", "C", "N", "C", "H", "H", "H", "H", "H", "H", "H", "H", "H", "H", "H", "H"], "xyz": [[0.8896, -0.7705, -0.9996], [-0.2685, 0.0271, -0.5705], [-0.3824, 1.3648, -1.3512], [-0.3024, 1.0395, -2.7633], [-0.1925, 0.2218, 0.9337], [-0.2175, -1.0466, 1.6251], [0.1778, -0.9239, 3.0172], [0.7491, -0.9488, -1.9905], [1.7636, -0.2534, -0.9331], [-1.1491, -0.5881, -0.7679], [-1.3457, 1.8152, -1.1648], [0.3709, 2.0765, -0.9224], [0.6313, 1.1988, -2.2614], [-0.9888, 0.8921, 1.2926], [0.7581, 0.7779, 1.1646], [0.3983, -1.6888, 1.1417], [1.1802, -0.4912, 3.1522], [0.1351, -1.9049, 3.4988], [-0.5417, -0.3158, 3.5663]], "lowdin_charge": [0.040, -0.379, -0.283, -0.091, -0.250, -0.128, -0.147, 0.074, 0.081, 0.148, 0.120, 0.139, 0.114, 0.126, 0.122, 0.090, 0.075, 0.076, 0.074], "e_lumo_ev": 0.8, "homo_energy_ev": -8.83}


Record 3
{"formula": "C4H12N2O", "method": "wB97M-V/def2-TZVPD", "symbols": ["C", "O", "C", "C", "C", "N", "N", "H", "H", "H", "H", "H", "H", "H", "H", "H", "H", "H", "H"], "xyz": [[-1.1950, 1.1095, 1.2950], [-0.6076, 1.5951, 2.5794], [-0.0092, 0.5155, 0.4114], [-0.4562, -0.0539, -0.8898], [0.4290, -1.3407, -1.4733], [0.2475, -2.7161, -0.9801], [1.2179, 1.4400, 0.4618], [-1.8297, 0.2701, 1.5727], [-1.6910, 1.9475, 0.7948], [0.3982, -0.3681, 1.0263], [-0.2808, 0.7651, -1.6859], [-1.5636, -0.1521, -1.0668], [1.4586, -0.8897, -1.2613], [0.3278, -1.3391, -2.6233], [-0.3302, -3.0232, -0.2181], [1.1521, -3.2573, -0.6357], [0.3934, 1.5229, 2.5714], [0.9038, 2.4560, 0.6861], [1.4349, 1.5184, -0.5647]], "lowdin_charge": [-0.166, -0.136, -0.422, -0.180, -0.261, -0.056, -0.001, 0.108, 0.113, 0.145, 0.120, 0.114, 0.105, 0.109, 0.039, 0.115, 0.086, 0.103, 0.066], "e_lumo_ev": 0.9, "homo_energy_ev": -9.28, "smiles": "NCC[C@@H](N)CO"}


Record 4
{"formula": "C4H12N2O", "method": "wB97M-V/def2-TZVPD", "symbols": ["C", "C", "C", "C", "N", "N", "O", "H", "H", "H", "H", "H", "H", "H", "H", "H", "H", "H", "H"], "xyz": [[0.3444, 0.0840, -0.0564], [1.4682, 0.7001, 0.8019], [-1.0273, 0.3846, 0.5817], [-2.2080, -0.1882, -0.1953], [0.6543, -1.3538, -0.1306], [0.4183, 0.6939, -1.3631], [2.7274, 0.3501, 0.2959], [2.6728, -0.5898, 0.0654], [0.5349, -1.7877, 0.7789], [0.0288, -1.8184, -0.7800], [1.3896, 0.7616, -1.6482], [-0.0767, 0.1433, -2.0548], [1.3618, 0.3609, 1.8436], [1.4005, 1.7883, 0.7741], [-1.0315, -0.0147, 1.5993], [-1.1297, 1.4679, 0.6421], [-2.2481, 0.2378, -1.1943], [-2.1425, -1.2725, -0.2756], [-3.1372, 0.0525, 0.3154]], "lowdin_charge": [-0.618, -0.227, -0.201, -0.104, 0.073, 0.091, -0.071, 0.074, 0.087, 0.073, 0.080, 0.073, 0.121, 0.128, 0.109, 0.114, 0.067, 0.063, 0.070], "e_lumo_ev": 0.9, "homo_energy_ev": -9.68, "smiles": "CCC(N)(N)CO"}


Record 5
{"formula": "C4H12N2O", "method": "wB97M-V/def2-TZVPD", "symbols": ["C", "C", "C", "O", "N", "C", "N", "H", "H", "H", "H", "H", "H", "H", "H", "H", "H", "H", "H"], "xyz": [[0.1891, 0.1092, 1.6879], [0.6207, -0.1178, 0.2283], [1.8511, -1.0126, 0.1769], [3.1014, -0.4618, 0.5846], [-0.4243, -0.5709, -0.6443], [-1.2447, 0.6370, -1.1638], [-2.6868, 0.4517, -1.3064], [-0.7408, 0.6578, 1.6525], [-0.0973, -0.9696, 2.2022], [0.7658, 0.6910, 2.3963], [0.9204, 0.9027, -0.1966], [2.1070, -1.2521, -0.8431], [1.6214, -1.8725, 0.7114], [2.6571, 0.2822, 0.9631], [-1.0318, -1.2435, -0.1232], [-0.9682, 1.5669, -0.6043], [-0.8285, 0.9938, -2.1221], [-2.7565, -0.2014, -2.0711], [-3.0551, 1.4100, -1.5282]], "lowdin_charge": [-0.060, -0.465, -0.246, -0.041, -0.019, -0.307, -0.010, 0.055, 0.142, 0.065, 0.154, 0.116, 0.092, 0.042, 0.123, 0.105, 0.103, 0.059, 0.093], "e_lumo_ev": 0.8, "homo_energy_ev": -9.20, "smiles": "C[C@@H](CO)NCN"}


Record 6
{"formula": "C4H12N2O", "method": "wB97M-V/def2-TZVPD", "symbols": ["C", "O", "C", "N", "H", "H", "H", "H", "H", "H", "C", "C", "N", "H", "H", "H", "H", "H", "H"], "xyz": [[1.6074, 1.5350, -0.1903], [2.6871, 2.2585, -0.0796], [0.4520, 2.0818, 0.7043], [-0.8286, 1.2939, 0.5341], [1.1363, 1.4555, -1.2285], [1.7200, 0.4602, 0.1044], [0.7638, 1.9870, 1.7462], [0.2541, 3.1308, 0.5040], [-1.5102, 1.4954, 1.2588], [-1.2424, 1.5486, -0.3594], [-0.2327, -1.9203, -0.7393], [-1.1359, -2.7269, -1.2839], [-0.2882, -1.5022, 0.6177], [0.5661, -1.4873, -1.3265], [-1.1041, -2.9848, -2.3310], [-1.8798, -3.2414, -0.6859], [-0.9461, -2.0662, 1.1403], [0.6285, -1.5445, 1.0596], [-0.6473, 0.2268, 0.5553]], "lowdin_charge": [-0.592, -0.270, -0.168, 0.126, 0.090, 0.071, 0.115, 0.114, 0.141, 0.145, -0.266, -0.006, -0.004, 0.106, 0.050, 0.053, 0.095, 0.102, 0.096], "e_lumo_ev": 0.0, "homo_energy_ev": -6.31, "smiles": "[NH3+]CC[O-].C=CN"}


Record 7
{"formula": "C4H12N2O", "method": "wB97M-V/def2-TZVPD", "symbols": ["C", "C", "N", "N", "H", "H", "H", "H", "H", "H", "H", "C", "O", "C", "H", "H", "H", "H", "H"], "xyz": [[0.9855, 1.3349, 1.2132], [0.1710, 1.5813, 0.0732], [-0.5756, 0.8452, -0.7700], [1.6381, 2.5245, 1.8195], [1.2186, 0.4470, 1.8432], [0.2722, 2.6488, -0.2699], [-1.1996, 1.4087, -1.3740], [-1.1871, -0.4816, -1.0740], [2.6442, 2.6748, 1.7068], [1.4290, 2.4467, 2.7978], [1.1339, 3.3886, 1.4968], [-0.6975, -2.4429, -1.2804], [-1.6330, -1.3618, -1.3880], [-0.0734, -2.4863, 0.1181], [0.0839, -2.3489, -2.0582], [-1.2800, -3.3624, -1.4999], [0.6536, -3.3178, 0.2717], [-0.8966, -2.5818, 0.8459], [0.4408, -1.5387, 0.3279]], "lowdin_charge": [-0.179, -0.288, -0.010, 0.083, 0.089, 0.096, 0.064, -0.030, 0.148, 0.132, 0.162, -0.349, -0.189, -0.110, 0.097, 0.102, 0.071, 0.073, 0.039], "e_lumo_ev": -0.3, "homo_energy_ev": -7.43}


Record 8
{"formula": "C4H12N2O", "method": "wB97M-V/def2-TZVPD", "symbols": ["C", "O", "H", "H", "H", "H", "C", "C", "N", "N", "C", "H", "H", "H", "H", "H", "H", "H", "H"], "xyz": [[-2.4204, 0.4404, -0.0471], [-1.1052, 0.3062, -0.4800], [-0.0139, 1.1404, 0.7704], [-3.1664, -0.1149, -0.6398], [-2.7231, 1.4938, -0.1841], [-2.7065, 0.1979, 0.9879], [0.1463, -1.7523, 0.6294], [0.5099, -0.5235, -0.1604], [1.1451, -0.7706, -1.3549], [1.8129, 1.6051, -0.1869], [1.0177, 0.6663, 0.6136], [1.4574, 0.0969, -1.7894], [0.6169, -1.3505, -1.9924], [1.2023, 2.3283, -0.5551], [2.5219, 2.0651, 0.3734], [1.5305, 0.3609, 1.5306], [-0.4702, -1.4680, 1.4828], [-0.4078, -2.4661, 0.0149], [1.0525, -2.2554, 0.9873]], "lowdin_charge": [-0.235, -0.304, 0.135, 0.061, 0.070, 0.064, -0.030, -0.416, 0.137, 0.004, -0.217, 0.088, 0.109, 0.077, 0.068, 0.123, 0.086, 0.088, 0.091], "e_lumo_ev": 1.0, "homo_energy_ev": -8.29}


Record 9
{"formula": "C4H12N2O", "method": "wB97M-V/def2-TZVPD", "symbols": ["C", "C", "C", "C", "N", "N", "O", "H", "H", "H", "H", "H", "H", "H", "H", "H", "H", "H", "H"], "xyz": [[-0.5180, -0.0724, 0.5406], [-1.1326, -0.3216, -0.8554], [1.2839, 1.3489, -0.2664], [1.7657, -0.9100, 0.3899], [0.9006, 0.2329, 0.5780], [-2.5165, -0.7471, -0.8132], [-1.2319, 0.9894, 1.1226], [-0.7581, 1.2615, 1.9165], [-0.6549, -0.9871, 1.1497], [-3.0640, -0.0305, -0.3470], [-2.6030, -1.5975, -0.2638], [-1.0907, 0.6042, -1.4311], [-0.5495, -1.0906, -1.3687], [1.3716, 1.0728, -1.3259], [2.2488, 1.7246, 0.0755], [0.5422, 2.1382, -0.1641], [1.7509, -1.3025, -0.6373], [1.4699, -1.7045, 1.0733], [2.7857, -0.6088, 0.6267]], "lowdin_charge": [-0.429, -0.232, -0.096, -0.102, -0.236, 0.000, -0.023, 0.102, 0.145, 0.067, 0.067, 0.115, 0.114, 0.086, 0.085, 0.086, 0.083, 0.084, 0.084], "e_lumo_ev": 0.9, "homo_energy_ev": -8.38, "smiles": "CN(C)[C@@H](O)CN"}


Record 10
{"formula": "C4H12N2O", "method": "wB97M-V/def2-TZVPD", "symbols": ["C", "C", "C", "C", "N", "N", "H", "H", "H", "H", "H", "H", "H", "H", "H", "H", "H", "H", "O"], "xyz": [[0.8975, 1.6178, 0.6844], [0.1076, 1.3454, -0.7206], [-0.5828, 0.0174, -0.5613], [-0.9712, -0.7749, -1.5838], [-2.0972, -1.5887, -1.4576], [2.1399, 0.5854, 0.7916], [0.0092, 1.2644, 1.3604], [1.2840, 2.7470, 0.7628], [-0.6363, 2.1474, -0.9138], [0.9155, 1.3655, -1.4226], [-1.5362, 0.1286, -0.0319], [-0.5265, -0.7562, -2.5629], [-2.4930, -1.8424, -2.3629], [-2.7477, -1.0112, -0.9199], [1.9926, 0.3844, 1.8054], [1.7773, -0.1320, 0.1222], [0.9848, -1.3772, 2.9158], [0.3102, -2.0274, 1.7995], [1.1725, -2.0933, 2.2953]], "lowdin_charge": [-0.235, -0.231, -0.185, -0.217, 0.031, -0.028, 0.096, 0.122, 0.110, 0.088, 0.099, 0.114, 0.087, 0.083, 0.035, 0.039, 0.023, 0.054, -0.085], "e_lumo_ev": 0.8, "homo_energy_ev": -8.68, "smiles": "N/C=C/CCN.O"}